No. 1
{"formula": "C41H29Cl3F3FeN4O5S2", "method": "the ωB97M-V functional and the def2-TZVPD basis", "spin_multiplicity": 6, "relative_energy_ev": 1.226, "orbital_gap_ev": [7.1, 8.0], "species": ["Fe", "O", "S", "O", "N", "C", "C", "C", "C", "C", "C", "C", "C", "N", "C", "C", "C", "C", "C", "C", "C", "H", "H", "H", "H", "H", "H", "H", "H", "H", "H", "H", "C", "C", "C", "C", "C", "C", "C", "C", "H", "H", "H", "H", "H", "F", "C", "F", "F", "C", "O", "O", "Cl", "C", "C", "C", "C", "C", "C", "N", "C", "C", "N", "C", "O", "C", "C", "C", "Cl", "S", "C", "C", "C", "Cl", "C", "H", "H", "H", "H", "H", "H", "H", "H", "H", "H", "H", "H", "H"], "positions_angstrom": [[1.334, -1.302, 0.281], [5.281, -0.182, -0.391], [3.865, -0.192, -0.129], [3.003, -0.376, -1.307], [3.372, -1.219, 0.978], [3.993, -2.478, 1.008], [5.288, -2.687, 1.407], [5.831, -3.987, 1.463], [5.085, -5.082, 1.136], [3.747, -4.910, 0.711], [2.910, -5.985, 0.339], [1.635, -5.742, -0.083], [1.186, -4.411, -0.145], [1.937, -3.389, 0.192], [3.209, -3.610, 0.633], [3.432, 1.416, 0.553], [2.848, 1.587, 1.957], [3.368, 2.702, 2.755], [4.171, 3.637, 2.232], [4.672, 3.516, 0.875], [4.386, 2.454, 0.114], [5.892, -1.832, 1.678], [6.858, -4.110, 1.782], [5.499, -6.081, 1.191], [3.295, -6.997, 0.395], [0.969, -6.544, -0.369], [0.178, -4.177, -0.468], [2.614, 0.669, 2.481], [3.110, 2.725, 3.807], [4.529, 4.452, 2.848], [5.360, 4.265, 0.505], [4.869, 2.314, -0.844], [0.966, 0.711, 0.461], [1.964, 1.788, 0.712], [1.543, 3.144, 0.241], [1.603, 3.416, -1.125], [1.100, 4.604, -1.632], [0.524, 5.536, -0.775], [0.457, 5.270, 0.585], [0.965, 4.078, 1.089], [2.051, 2.680, -1.786], [1.159, 4.806, -2.694], [0.134, 6.467, -1.167], [0.012, 5.993, 1.257], [0.912, 3.873, 2.152], [-2.701, -1.423, 2.787], [-1.974, -2.501, 2.420], [-2.746, -3.246, 1.613], [-1.729, -3.216, 3.516], [-0.672, -2.044, 1.722], [0.293, -1.781, 2.435], [-0.716, -1.953, 0.461], [-7.478, -1.827, 2.188], [-6.496, -0.899, 1.101], [-5.247, -1.368, 0.736], [-4.470, -0.618, -0.133], [-4.927, 0.587, -0.653], [-4.079, 1.406, -1.604], [-3.353, 2.548, -0.887], [-2.309, 2.033, -0.013], [-2.334, 1.903, 1.358], [-1.129, 1.399, 1.727], [-0.386, 1.225, 0.577], [-1.117, 1.613, -0.450], [-3.063, 0.645, -2.210], [-3.482, -0.185, -3.283], [-2.297, -0.996, -3.702], [-2.119, -1.518, -4.945], [-3.200, -1.367, -6.274], [-0.641, -2.371, -5.108], [-0.236, -2.039, -3.478], [-1.197, -1.315, -2.849], [-6.187, 1.028, -0.254], [-6.816, 2.542, -0.851], [-6.981, 0.304, 0.617], [-4.883, -2.304, 1.131], [-3.487, -0.979, -0.415], [-4.729, 1.855, -2.364], [-4.050, 3.136, -0.295], [-2.881, 3.200, -1.622], [-3.202, 2.160, 1.937], [-0.741, 1.114, 2.689], [-0.800, 1.590, -1.476], [-3.844, 0.430, -4.114], [-4.307, -0.834, -2.962], [0.700, -2.391, -3.074], [-1.142, -1.023, -1.809], [-7.956, 0.669, 0.906]], "atomic_forces_ev_per_a": [[0.0556, 0.1239, 0.2983], [0.0055, -0.0204, 0.0988], [-0.0260, -0.0552, -0.1604], [0.0108, -0.0105, -0.0050], [-0.0360, 0.0488, -0.0812], [0.0039, -0.0279, 0.0284], [0.0051, 0.0114, 0.0223], [0.0135, 0.0077, 0.0045], [-0.0145, -0.0002, -0.0085], [0.0144, -0.0261, 0.0020], [0.0125, -0.0035, 0.0045], [-0.0146, 0.0103, 0.0035], [-0.0063, -0.0019, -0.0010], [-0.0261, 0.0130, -0.0466], [-0.0025, -0.0031, -0.0124], [-0.0462, 0.0163, -0.0348], [0.0451, -0.0022, 0.0012], [-0.0064, -0.0020, 0.0097], [-0.0016, 0.0021, -0.0117], [-0.0083, 0.0034, 0.0077], [-0.0050, -0.0016, -0.0100], [-0.0011, -0.0011, -0.0017], [-0.0009, 0.0017, 0.0010], [-0.0016, -0.0011, -0.0009], [0.0003, 0.0000, 0.0002], [-0.0016, 0.0009, -0.0020], [-0.0059, -0.0084, -0.0211], [0.0045, 0.0009, -0.0022], [-0.0008, 0.0034, -0.0003], [-0.0006, 0.0027, -0.0011], [0.0030, -0.0002, 0.0030], [0.0066, -0.0053, 0.0034], [-0.0273, -0.0201, 0.1391], [-0.0069, -0.0437, -0.1120], [0.0268, 0.0396, -0.0170], [0.0228, 0.0273, 0.0026], [-0.0007, -0.0048, 0.0023], [-0.0032, -0.0050, 0.0087], [-0.0090, 0.0024, -0.0099], [-0.0273, -0.0153, 0.0034], [0.0011, -0.0005, 0.0023], [-0.0003, -0.0003, 0.0014], [-0.0001, 0.0008, 0.0007], [0.0005, 0.0010, 0.0002], [0.0046, 0.0017, -0.0041], [-0.0035, -0.0007, -0.0177], [0.0140, 0.0018, -0.0127], [-0.0124, -0.0042, -0.0083], [0.0012, 0.0018, 0.0210], [-0.0637, -0.0341, -0.0083], [0.0586, -0.0067, -0.0137], [-0.0110, -0.0003, -0.0915], [0.0013, 0.0084, -0.0063], [-0.0305, 0.0331, 0.0032], [0.0332, -0.0319, 0.0063], [0.0102, -0.0178, 0.0117], [-0.0501, 0.0540, -0.0316], [0.0168, -0.0253, 0.0085], [-0.0519, -0.1009, 0.0142], [0.0525, 0.1585, 0.0099], [-0.0201, -0.0398, -0.0105], [-0.0364, -0.0793, 0.0107], [0.0481, -0.0218, -0.0076], [0.0176, 0.0344, -0.0110], [-0.0032, 0.0504, -0.0390], [-0.0180, -0.0536, 0.0400], [-0.0031, 0.0018, -0.0165], [0.0257, 0.0420, 0.0047], [-0.0011, -0.0001, 0.0046], [-0.0097, -0.0043, -0.0042], [0.0218, -0.0138, 0.0065], [-0.0143, -0.0147, 0.0188], [-0.0190, 0.0013, 0.0122], [0.0170, -0.0049, -0.0032], [0.0260, -0.0361, 0.0032], [0.0014, 0.0043, -0.0024], [0.0164, 0.0029, -0.0026], [0.0224, 0.0180, -0.0127], [0.0151, -0.0051, 0.0186], [-0.0191, 0.0042, -0.0112], [0.0037, 0.0077, -0.0002], [0.0027, 0.0062, -0.0086], [0.0019, 0.0130, 0.0021], [-0.0126, -0.0163, -0.0097], [0.0065, 0.0164, 0.0249], [0.0085, 0.0046, 0.0136], [0.0030, -0.0118, -0.0111], [-0.0016, -0.0002, 0.0006]]}

No. 2
{"formula": "C41H29MnN3O2S2", "method": "the ωB97M-V functional and the def2-TZVPD basis", "total_charge": 2, "spin_multiplicity": 2, "orbital_gap_ev": [5.5, 4.5], "species": ["Mn", "O", "C", "C", "C", "C", "C", "C", "C", "C", "C", "O", "C", "C", "C", "C", "C", "C", "C", "C", "C", "C", "C", "C", "N", "C", "C", "C", "C", "C", "C", "C", "C", "C", "C", "C", "C", "H", "H", "H", "H", "H", "H", "H", "H", "H", "H", "H", "H", "H", "H", "H", "H", "H", "H", "H", "H", "H", "H", "H", "H", "H", "H", "H", "S", "C", "C", "C", "C", "N", "C", "C", "C", "S", "C", "N", "H", "H"], "positions_angstrom": [[-0.211, -0.826, 0.200], [-0.017, -0.580, 1.798], [0.834, -0.145, 2.929], [2.014, -1.091, 2.742], [2.746, -0.882, 1.443], [4.103, -0.615, 1.508], [4.840, -0.494, 0.344], [4.179, -0.654, -0.857], [2.813, -0.899, -0.872], [2.169, -1.125, -2.215], [0.932, -0.294, -2.511], [0.041, -0.691, -1.410], [1.043, 1.212, -2.445], [-0.132, 1.956, -2.571], [-0.085, 3.339, -2.582], [1.141, 3.991, -2.499], [2.310, 3.256, -2.389], [2.262, 1.867, -2.349], [0.262, -0.771, -3.788], [-0.661, -1.809, -3.793], [-1.204, -2.242, -4.994], [-0.819, -1.655, -6.190], [0.115, -0.627, -6.186], [0.649, -0.181, -4.988], [2.094, -1.003, 0.265], [-0.027, -0.428, 4.141], [0.271, -1.439, 5.047], [-0.565, -1.669, 6.131], [-1.707, -0.902, 6.304], [-2.011, 0.107, 5.398], [-1.173, 0.348, 4.325], [1.173, 1.322, 2.764], [1.569, 2.007, 3.912], [1.958, 3.335, 3.837], [1.935, 4.000, 2.621], [1.533, 3.327, 1.478], [1.165, 1.991, 1.547], [1.644, -2.116, 2.804], [2.718, -0.943, 3.560], [4.573, -0.518, 2.476], [5.902, -0.293, 0.374], [4.712, -0.594, -1.796], [1.868, -2.172, -2.311], [2.905, -0.946, -2.998], [-1.076, 1.443, -2.719], [-0.996, 3.910, -2.696], [1.181, 5.072, -2.532], [3.266, 3.759, -2.345], [3.190, 1.311, -2.288], [-0.954, -2.296, -2.870], [-1.925, -3.049, -4.996], [-1.243, -1.998, -7.124], [0.421, -0.167, -7.115], [1.362, 0.635, -4.989], [1.160, -2.046, 4.936], [-0.319, -2.445, 6.842], [-2.357, -1.084, 7.149], [-2.895, 0.714, 5.541], [-1.390, 1.158, 3.637], [1.561, 1.503, 4.870], [2.264, 3.852, 4.736], [2.223, 5.041, 2.566], [1.501, 3.835, 0.526], [0.874, 1.504, 0.618], [-1.402, -2.621, 0.217], [-2.975, -2.083, -0.272], [-3.963, -3.006, -0.599], [-5.235, -2.562, -0.915], [-6.251, -3.506, -1.248], [-7.070, -4.267, -1.514], [-5.547, -1.164, -0.915], [-4.578, -0.250, -0.606], [-3.274, -0.694, -0.284], [-2.068, 0.414, 0.142], [-6.870, -0.731, -1.244], [-7.932, -0.380, -1.502], [-3.745, -4.066, -0.600], [-4.799, 0.809, -0.611]], "atomic_forces_ev_per_a": [[0.7871, -0.3076, 0.0440], [-0.1587, 0.6092, -0.1018], [-0.1532, -0.3084, -0.1716], [0.1275, 0.0531, 0.0785], [0.0325, -0.0033, 0.1208], [-0.0359, -0.0041, -0.0438], [-0.0741, -0.0274, 0.0047], [-0.0189, -0.0274, 0.0706], [0.0639, -0.0501, -0.0621], [0.1390, 0.0084, -0.0792], [-0.1506, -0.2242, 0.1191], [-0.2631, 0.4094, 0.1935], [0.0296, 0.0118, -0.0117], [0.0191, -0.0125, -0.0031], [-0.0056, -0.0127, -0.0104], [0.0165, -0.0046, 0.0580], [0.0031, 0.0398, 0.0386], [0.0689, -0.0335, -0.0540], [0.0990, 0.1540, -0.1322], [0.0251, -0.0737, 0.0335], [-0.0282, -0.0243, -0.0255], [0.0113, 0.0069, 0.0095], [-0.0349, -0.0397, 0.0123], [-0.0380, 0.0100, 0.0493], [-0.1942, -0.0496, -0.0410], [-0.0061, -0.0451, 0.0123], [0.0225, 0.0035, -0.0327], [-0.0262, 0.0172, 0.0209], [0.0233, -0.0156, 0.0021], [-0.0070, 0.0137, -0.0074], [0.0107, -0.0105, -0.0056], [0.0914, 0.0282, 0.0481], [0.0163, -0.0265, -0.0079], [0.0028, -0.0244, 0.0302], [-0.0026, 0.0234, -0.0454], [0.0089, 0.0019, 0.0125], [-0.0418, -0.0599, -0.0442], [0.0320, -0.0196, -0.0308], [-0.0265, 0.0160, 0.0168], [0.0073, 0.0038, 0.0098], [0.0114, 0.0032, 0.0036], [0.0077, -0.0049, -0.0031], [0.0276, -0.0100, 0.0277], [-0.0264, 0.0038, -0.0127], [-0.0057, 0.0112, 0.0267], [-0.0087, 0.0026, 0.0126], [0.0060, -0.0009, -0.0175], [-0.0008, 0.0064, 0.0050], [-0.0629, 0.0531, 0.0028], [0.0087, 0.0172, 0.0002], [-0.0053, -0.0060, -0.0107], [-0.0040, -0.0066, -0.0018], [0.0024, 0.0017, -0.0048], [0.0000, 0.0003, -0.0009], [-0.0029, -0.0136, 0.0114], [0.0021, -0.0056, 0.0012], [-0.0003, 0.0006, 0.0051], [-0.0024, 0.0069, -0.0059], [-0.0120, -0.0005, -0.0001], [0.0113, 0.0030, 0.0047], [0.0016, 0.0034, 0.0056], [-0.0026, 0.0038, -0.0061], [0.0122, 0.0438, -0.0757], [0.0030, -0.0196, 0.0225], [-0.1081, -0.1474, -0.0744], [0.0625, -0.1259, 0.0359], [0.0929, -0.0419, 0.0249], [0.0436, 0.0708, 0.0052], [-0.0116, 0.0045, 0.0077], [-0.0128, -0.0413, -0.0133], [0.1204, 0.0056, 0.0221], [-0.0799, 0.0419, -0.0203], [0.2468, 0.2078, 0.0877], [-0.5456, -0.0950, -0.1197], [-0.0600, 0.0091, -0.0034], [-0.0217, 0.0222, -0.0147], [-0.0301, -0.0099, -0.0002], [-0.0283, 0.0009, -0.0021]]}